Entry 1:
99
Properties=species:S:1:pos:R:3:forces:R:3:mulliken_charge:R:1 method="wB97M-V/def2-TZVPD" e_lumo_ev=-0.15 largest_force_ha_per_bohr=0.1138 total_energy_ha=-5052.0967 e_homo_ev=-10.149 homo_lumo_gap_ev=10.0 charge=0
C 5.9349 0.7140 -4.1271 1.061 -2.099 0.310 -0.5026
C 5.6717 0.2035 -2.7153 -0.065 -0.839 -0.997 0.2695
O 4.2861 -0.1260 -2.7004 0.978 -1.129 -0.314 -0.0609
C 3.7075 0.3925 -3.7901 -0.806 1.357 -0.054 0.4241
O 2.5174 0.4626 -3.9325 1.245 -0.258 -0.419 -0.4012
O 4.6587 0.9645 -4.5958 -1.937 0.509 -0.621 -0.3688
F 5.7855 1.2179 -1.9153 0.458 2.761 2.470 -0.2971
H 6.3683 -0.0841 -4.7299 0.134 -0.075 -0.143 0.3068
H 6.6556 1.5317 -4.1213 -0.637 0.393 -0.020 0.3273
H 6.3402 -0.5590 -2.3156 -0.495 -0.605 -0.361 0.3109
C -0.9283 0.2068 -4.9626 1.741 -0.842 -0.643 -0.4566
C -2.3911 0.0256 -5.2965 0.098 1.760 0.029 0.2242
O -3.0148 0.7412 -4.1877 0.890 -1.121 -0.172 -0.3108
C -2.1064 0.7637 -3.1410 -0.747 1.093 2.109 -0.1069
O -2.3810 1.1506 -2.0005 1.168 -1.267 -3.617 -0.2187
O -0.8978 0.3560 -3.5980 -1.502 1.102 3.597 0.2660
F -2.6946 -1.2738 -5.3225 -0.521 -0.897 0.571 -0.2708
H -0.3468 1.0505 -5.3344 -0.580 0.062 -0.852 0.3472
H -0.3115 -0.6897 -5.0256 -0.303 -0.199 -1.272 0.1982
H -2.7575 0.4354 -6.2377 0.089 0.372 0.258 0.2709
C 3.2342 -3.6196 -2.4246 -0.497 -0.025 -0.886 -0.2763
C 2.8295 -4.9369 -1.7300 1.653 1.034 -0.024 0.2845
O 1.6692 -4.5702 -1.0381 -0.417 -0.986 0.100 -0.2419
C 1.0495 -3.6285 -1.7334 -3.482 2.725 -0.695 0.6016
O -0.1453 -3.3000 -1.6285 4.307 -1.232 -0.316 -0.5437
O 1.9354 -2.9957 -2.5948 -0.328 -0.794 0.785 -0.2259
F 3.7707 -5.3075 -0.8381 0.078 -0.181 0.325 -0.2939
H 3.7040 -3.7593 -3.3982 -0.444 -0.315 -0.191 0.2909
H 3.9352 -2.9503 -1.9260 -0.383 -0.202 0.868 0.1650
H 2.6879 -5.7740 -2.4136 -0.394 0.012 0.035 0.2686
C -0.7562 3.3757 2.9555 -0.058 -0.800 1.352 -0.4416
C -1.7356 2.3635 2.3292 2.331 2.216 -2.566 0.9654
O -2.9210 2.7357 2.8575 -1.958 -0.430 1.809 -0.3273
C -2.7199 3.2949 4.0923 -2.892 0.487 3.929 0.5598
O -3.6126 3.4930 4.9688 3.983 -0.775 -4.217 -0.6009
O -1.4043 3.5464 4.2297 -1.278 0.647 0.650 -0.4203
F -1.2898 1.1069 2.5588 -0.674 -0.477 0.453 -0.2138
H -0.6798 4.3609 2.4955 0.106 -0.405 -0.385 0.1631
H 0.1918 2.9385 3.2687 0.112 0.085 -0.779 0.4595
H -1.8610 2.5578 1.2640 0.369 -0.672 -0.200 -0.1119
C -3.3682 4.2539 -1.7683 0.505 -0.173 -1.234 -0.4111
O -2.5611 5.4331 -1.9748 1.447 0.503 1.852 -0.4296
P -1.1544 5.6702 -1.1456 -1.518 -1.986 -0.121 0.5580
O -0.6060 6.9970 -1.3223 0.080 0.756 0.178 -0.7852
O -0.2072 4.5056 -1.7195 -1.218 0.473 1.080 0.1781
C 1.2216 4.5969 -1.8700 -0.647 -0.149 -0.267 -0.6438
O -1.5014 5.1856 0.4039 0.114 0.237 -1.497 -0.0693
C -2.7033 5.6691 1.0504 0.146 0.935 -0.536 -0.7621
H -4.4104 4.4982 -1.5628 0.186 0.337 0.253 0.3677
H -2.9533 3.5562 -1.0408 0.004 0.156 0.025 -0.0652
H -3.3318 3.7998 -2.7585 -0.253 -0.522 0.221 0.3707
H 1.5090 5.6179 -2.1210 0.067 -0.135 -0.054 0.3723
H 1.3490 3.8924 -2.6919 0.738 0.267 -0.034 0.1670
H 1.7184 4.2392 -0.9681 -0.033 0.196 -0.107 0.2307
H -3.5945 5.1569 0.6877 0.183 -0.390 0.330 0.2602
H -2.8686 6.7216 0.8199 0.182 0.142 -0.111 0.4032
H -2.5680 5.6365 2.1314 -0.027 -0.467 -0.148 0.2751
C -4.9386 0.8869 -0.3877 -0.386 -1.403 -0.675 -0.2860
O -4.9835 0.1063 0.8718 0.620 -0.572 -0.226 -0.4047
P -4.3053 -1.3743 0.9028 -0.143 0.575 -0.407 0.7695
O -4.8902 -2.4022 -0.0005 0.701 1.024 1.095 -0.6985
O -4.2632 -1.7976 2.4843 -1.152 1.913 -1.410 -0.3403
C -3.7732 -3.0695 2.7868 0.748 -1.096 -0.418 -0.5032
O -2.7789 -0.9628 0.5936 -1.116 -0.276 -0.692 0.3900
C -1.7603 -1.9539 0.5542 0.548 -0.011 1.066 -0.2192
H -4.3370 0.3740 -1.1382 0.314 0.101 0.401 0.0816
H -4.6048 1.9224 -0.3225 0.251 -0.313 0.926 0.0081
H -5.9192 0.9051 -0.8632 -0.355 -0.067 0.600 0.4188
H -4.1817 -3.4756 3.7121 -0.136 0.404 -0.028 0.3095
H -2.6877 -2.9922 2.8491 -0.028 -0.282 0.418 0.0031
H -3.9891 -3.7580 1.9699 -0.154 -0.214 0.053 0.3798
H -1.5325 -2.1111 1.6085 0.808 -0.007 -0.065 0.0956
H -0.9094 -1.5407 0.0128 -0.206 -0.079 0.075 -0.2707
H -1.9838 -2.9501 0.1725 -0.621 0.345 -0.532 0.4225
C 2.1609 -1.2576 3.5408 -0.559 0.268 0.955 -0.4972
O 2.5820 -2.5951 3.3851 0.468 -2.414 0.045 -0.0563
P 2.6142 -3.5936 4.6460 -0.774 0.254 0.670 0.8334
O 3.3792 -3.0771 5.8125 -1.173 -0.894 -1.272 -0.7102
O 3.1208 -5.0216 4.0529 -0.651 1.383 -0.948 -0.2467
C 3.0672 -6.1426 4.9484 0.337 1.116 1.386 -0.7433
O 1.0081 -3.8450 4.9584 1.520 0.733 0.198 -0.3920
C 0.0014 -4.0052 3.9266 1.162 -0.098 0.528 -0.4533
H 3.0599 -0.6413 3.5405 -0.456 0.323 -0.409 0.3206
H 1.6343 -1.1235 4.4856 0.243 0.022 0.350 0.4023
H 1.3719 -1.0635 2.8143 0.601 0.322 -0.515 -0.0859
H 2.1317 -6.0774 5.5040 -0.146 -0.506 -0.118 0.3230
H 3.8566 -5.9192 5.6661 0.091 -0.586 0.213 0.3112
H 3.2320 -7.1190 4.4929 -0.147 0.490 -0.499 0.2309
H -0.6123 -3.1123 3.8070 0.139 0.127 0.290 0.0468
H -0.5975 -4.8274 4.3183 -0.127 -0.046 -0.684 0.3405
H 0.5440 -4.1799 2.9975 -0.549 -0.452 -0.215 0.2989
Cl 3.3612 -0.2588 0.2698 -0.316 -0.012 -0.073 -0.2228
C 1.7277 -0.0393 -0.4429 -0.453 0.900 -0.471 0.4792
C 1.4562 1.4602 -0.8216 0.522 -1.079 0.715 -0.3771
Cl 1.3101 2.3885 0.7388 -0.022 -0.229 -0.669 -0.2524
H 1.0086 -0.4059 0.2896 0.075 0.322 0.089 -0.1921
H 1.6248 -0.6929 -1.3091 0.291 0.234 -0.186 -0.0343
H 0.5663 1.6053 -1.4342 -0.249 -0.235 0.425 0.0875
H 2.2816 1.8915 -1.3880 0.124 -0.158 0.278 0.4047

Entry 2:
35
Properties=species:S:1:pos:R:3:forces:R:3:nbo_charge:R:1 method="wB97M-V/def2-TZVPD" e_lumo_ev=0.79 largest_force_ha_per_bohr=0.0316 total_energy_ha=-749.8709 e_homo_ev=-7.801 homo_lumo_gap_ev=8.6 charge=0 e_above_lowest_kj_mol=77.3
C 3.7818 0.2208 -1.2952 0.300 -1.476 -0.083 -0.6375
C 2.1455 -1.1634 0.2798 1.109 -1.184 -0.115 -0.0978
C 3.4081 -0.5136 -0.0293 -0.648 1.352 -0.016 -0.0625
C 2.3108 -1.7081 1.5698 -0.535 1.235 0.738 0.1482
C 4.1165 -0.4763 1.1224 0.041 -0.271 -0.318 -0.0432
C 0.0719 -2.3316 0.1446 0.673 -0.440 -0.585 -0.2207
C 0.2608 -2.8603 1.4186 -0.777 0.805 0.037 -0.2160
C 1.0421 -1.5572 -0.4640 -0.387 -0.225 -0.410 -0.1981
C 1.3609 -2.5048 2.1793 -0.329 -0.856 -0.184 -0.2434
N 3.4345 -1.1329 2.1630 0.846 -0.359 -0.850 -0.5455
H -0.7440 -2.6968 -0.4607 -0.265 0.139 0.058 0.2067
H -0.5957 -3.4119 1.7774 0.345 -0.420 0.526 0.2113
H 0.9415 -1.3962 -1.5324 0.097 0.553 0.159 0.2217
H 1.5025 -2.9354 3.1598 0.060 0.165 0.174 0.2137
H 4.5082 -0.3963 -1.8338 0.019 -0.040 -0.103 0.2140
H 4.3235 1.1197 -1.0529 -0.267 0.637 -0.148 0.2205
H 5.1042 -0.0449 1.2389 -0.203 -0.067 0.333 0.2055
H 4.0189 -1.7085 2.7480 -0.176 0.016 0.388 0.3935
H 2.9495 0.3254 -1.9990 0.049 0.476 0.418 0.2286
C -4.5171 2.1215 1.0481 -0.961 -0.029 0.293 -0.6255
C -1.0853 1.5178 -0.3972 -0.123 -0.231 0.347 -0.2567
C -1.3725 1.1773 -1.7145 0.589 -0.559 0.243 0.2949
C -2.1118 1.8509 0.4602 -0.090 0.137 -0.197 -0.1723
C -3.4521 1.7301 0.0739 0.567 0.298 0.754 -0.0677
C -2.6754 1.0582 -2.1322 -1.072 1.081 0.203 -0.3051
C -3.7080 1.3039 -1.2024 0.253 -0.315 -0.772 -0.1703
O -0.2874 0.8763 -2.4962 -0.178 0.252 -1.113 -0.6781
H -0.0710 1.4477 -0.0306 0.149 0.311 -0.183 0.2313
H -1.8851 2.2734 1.4312 0.063 -0.274 0.137 0.2091
H -2.9648 1.0789 -3.1817 0.276 -0.744 0.047 0.2112
H -0.5506 0.8785 -3.4400 0.158 -0.088 0.808 0.4781
H -4.2415 2.9472 1.7024 0.353 -0.006 -0.054 0.2165
H -4.8632 1.3184 1.7058 0.347 -0.185 -0.049 0.2174
H -4.7271 1.1426 -1.5183 -0.196 0.233 -0.141 0.2053
H -5.4287 2.4496 0.5574 -0.086 0.080 -0.345 0.2130

Entry 3:
21
Properties=species:S:1:pos:R:3:forces:R:3:nbo_charge:R:1 method="wB97M-V/def2-TZVPD" e_lumo_ev=-3.20 largest_force_ha_per_bohr=0.0949 total_energy_ha=-324.7678 e_homo_ev=-14.698 homo_lumo_gap_ev=11.5 charge=+1 e_above_lowest_kj_mol=254.8
C -1.5395 1.3081 1.5937 -0.406 -1.822 -0.982 -0.6189
C -2.7213 0.3504 1.0053 -1.037 3.038 0.147 -0.6618
H -1.1449 0.9403 2.5158 -0.079 -0.759 0.783 0.2199
H -0.6279 1.2985 0.9794 -0.365 0.402 -0.282 0.1661
H -1.8462 2.2977 1.8753 -0.310 0.548 -0.586 0.2284
H -2.8909 -0.5558 1.6533 0.070 0.929 -1.238 0.2396
H -2.7757 0.2638 -0.1195 1.003 -0.852 1.039 0.1936
H -3.6517 1.0554 0.9695 1.161 -1.496 1.029 0.2382
C 2.2984 -1.7227 -0.1257 2.268 -4.321 -0.119 -0.5078
C 1.0533 0.0146 -1.1585 -0.282 -0.717 0.560 0.6965
N 2.1855 -0.3913 -0.5161 -2.667 -0.211 -1.042 -0.5471
N -0.0328 -0.7896 -1.2956 2.426 -3.675 1.373 -0.7885
N 0.9774 1.2051 -1.7327 -0.284 2.074 0.316 -0.7601
H 2.8688 0.2471 -0.2365 1.029 1.301 0.030 0.4309
H 0.1149 -1.8364 -0.9971 -0.465 3.045 -0.661 0.4322
H -0.9820 -0.5108 -1.2131 -0.622 0.811 -0.300 0.4402
H 1.7916 1.8098 -1.8325 -0.228 -0.398 0.356 0.4266
H 0.0948 1.7339 -1.6303 0.678 -0.670 -0.528 0.4319
H 2.8692 -2.4323 -0.8656 -1.278 1.442 1.318 0.2362
H 1.4281 -2.1728 0.2410 -2.880 -0.574 -1.331 0.2271
H 2.5313 -2.1130 0.8901 2.268 1.905 0.115 0.2767

Entry 4:
3
Properties=species:S:1:pos:R:3:forces:R:3:nbo_charge:R:1 method="wB97M-V/def2-TZVPD" e_lumo_ev=0.25 largest_force_ha_per_bohr=0.1014 total_energy_ha=-188.6110 e_homo_ev=-12.920 homo_lumo_gap_ev=13.2 charge=0 e_above_lowest_kj_mol=28.9
C -0.0958 -0.0700 0.0068 1.195 4.454 -2.431 1.0170
O -0.3735 0.8660 -0.7194 -0.006 -4.003 2.620 -0.5293
O 0.4694 -0.7960 0.7125 -1.188 -0.451 -0.188 -0.4876

Entry 5:
46
Properties=species:S:1:pos:R:3:forces:R:3:nbo_charge:R:1 method="wB97M-V/def2-TZVPD" e_lumo_ev=0.04 largest_force_ha_per_bohr=0.0208 total_energy_ha=-2693.6345 e_homo_ev=-9.189 homo_lumo_gap_ev=9.2 charge=0 e_above_lowest_kj_mol=0.0
C -0.4734 0.3641 3.7522 -0.186 0.183 0.017 -0.1659
C -0.6879 0.6432 2.5977 0.239 -0.314 0.023 -0.5541
Si -1.1389 0.9633 0.8374 -0.628 0.580 -0.126 1.8665
C -2.7317 1.9420 0.8530 0.105 -0.103 -0.154 -0.6951
N -3.9226 1.1473 1.1904 -0.043 0.055 0.055 -0.8293
C -1.3492 -0.6154 -0.1272 0.369 -0.211 0.185 -0.9557
C -1.3882 -1.9366 0.6745 -0.263 -0.257 -0.026 0.1024
C -0.4238 -3.0028 0.1564 0.089 0.215 0.056 -0.6344
O -2.7062 -2.5094 0.6122 0.007 0.077 0.010 -0.7251
O 0.0413 1.9655 0.1949 0.075 -0.525 0.198 -1.2503
Si 1.6337 1.7269 0.3773 0.723 0.356 0.196 1.4988
S 2.2364 -0.3067 0.5818 0.052 -0.273 -0.358 -0.4081
N 2.4341 2.2158 -1.1644 -0.989 -0.387 -0.124 -0.9187
C 2.5397 1.1663 -2.1352 0.421 0.267 -0.115 0.9857
O 3.5060 0.8504 -2.7180 -0.056 -0.121 0.023 -0.4663
F 1.3528 0.5630 -2.3167 0.007 -0.200 0.040 -0.3250
C 1.7831 3.2919 -1.7764 0.110 -0.123 0.045 0.9768
O 1.3782 3.3465 -2.8866 0.178 0.254 -0.024 -0.5417
F 1.6575 4.2791 -0.8936 -0.063 0.181 -0.019 -0.3037
P 2.4637 3.0406 2.0311 -0.440 0.642 -0.091 1.8331
N 1.6969 4.3656 2.2183 0.428 -0.278 0.008 -1.3157
O 2.4646 2.1459 3.3659 0.014 -0.237 -0.014 -0.9901
O 4.0153 3.1359 1.6139 0.013 -0.179 0.219 -0.9822
H -0.3694 0.1818 4.7967 0.112 -0.048 0.012 0.2425
H -2.6620 2.8042 1.5154 -0.005 0.039 0.058 0.2336
H -2.8685 2.3504 -0.1506 -0.058 0.089 -0.041 0.2267
H -4.1346 0.4686 0.4710 0.004 -0.044 0.046 0.3547
H -3.8302 0.6708 2.0788 0.007 -0.008 0.008 0.3545
H -0.5368 -0.6668 -0.8532 0.009 0.100 -0.084 0.2601
H -2.2742 -0.5615 -0.7031 -0.043 0.095 -0.075 0.2562
H -1.1678 -1.7644 1.7293 0.056 0.150 0.027 0.1677
H 0.1363 -2.6643 -0.7122 -0.013 -0.049 -0.093 0.2120
H -0.9772 -3.8995 -0.1046 -0.013 -0.075 -0.003 0.2439
H 0.3074 -3.2549 0.9216 0.040 -0.131 0.025 0.2124
H -3.3042 -1.9367 1.1038 -0.021 -0.033 0.005 0.4591
H 2.1572 -0.4108 1.9089 -0.070 0.170 0.147 0.1622
H 2.2573 5.1865 2.0215 -0.274 0.143 -0.036 0.3911
H 2.0501 1.2800 3.2644 -0.057 0.032 0.124 0.5082
H 4.5571 3.3015 2.3988 0.156 -0.016 -0.128 0.5095
C -0.8969 -4.1703 -4.3558 -0.071 -0.059 0.010 -0.4838
N -0.0784 -4.4013 -3.1335 0.012 0.027 0.029 0.5357
O -0.4736 -5.2187 -2.3304 0.009 -0.037 -0.044 -0.3696
O 0.9349 -3.7422 -3.0234 -0.004 0.003 -0.004 -0.3814
H -1.7617 -4.8205 -4.3120 -0.001 -0.008 0.014 0.2311
H -1.1795 -3.1221 -4.3586 0.038 0.019 -0.017 0.2357
H -0.2666 -4.3923 -5.2113 0.022 0.043 -0.003 0.2359